This record from OMol25 describes a single C6H9NO2 molecule in a non-equilibrium geometry. The level of theory is ωB97M-V/def2-TZVPD.

```
18
Properties=species:S:1:pos:R:3
C -0.781 0.862 -1.082
C -0.624 0.752 0.283
C 0.687 0.708 0.879
C 0.838 -0.615 -0.371
C 2.007 -0.255 -1.253
O 0.526 -1.754 -0.104
C -1.784 0.203 1.090
N -1.765 -1.113 1.368
O -2.679 0.973 1.388
H -0.154 1.514 -1.672
H -1.746 0.636 -1.512
H 0.730 0.366 1.907
H 1.384 1.483 0.579
H 2.034 -0.949 -2.092
H 1.957 0.765 -1.619
H 2.928 -0.370 -0.683
H -2.539 -1.501 1.883
H -1.020 -1.704 1.012
```

Output
Molecular weight ... 127.1 g/mol
Relative energy (zero: lowest compared OMol25 entry of this formula, charge and spin) ... 57.8 kcal/mol
Orbital gap ... 0.3385 hartree
SMILES ... C=C(CC(C)=O)C(N)=O

This record from OMol25 describes a single C6H9NO2S2 molecule in a non-equilibrium geometry. The level of theory is ωB97M-V/def2-TZVPD.

```
20
Properties=species:S:1:pos:R:3
C -1.037 -1.598 -1.140
N -0.328 -1.061 -0.044
C -1.144 -0.302 0.919
S -1.087 1.478 0.450
O -2.321 1.848 -0.222
O -0.601 2.263 1.561
C 0.400 1.273 -0.789
C 1.632 1.735 -0.153
C 1.852 0.338 0.442
S 2.395 -0.932 -0.729
C 0.704 -0.205 -0.372
H -0.354 -2.352 -1.630
H -1.952 -2.058 -0.699
H -1.407 -0.869 -1.870
H -2.038 -0.758 1.376
H -0.394 -0.186 1.733
H -0.018 1.703 -1.694
H 1.425 2.441 0.549
H 2.498 2.074 -0.819
H 1.896 0.061 1.512
```

Output
Molecular weight ... 191.3 g/mol
Relative energy (zero: lowest compared OMol25 entry of this formula, charge and spin) ... 62.2 kcal/mol
Orbital gap ... 0.3635 hartree
SMILES ... CN1CS(=O)(=O)[C@H]2C[C@@H]3S[C@@]321

This record from OMol25 describes a single C6H9NOS molecule in a non-equilibrium geometry. The level of theory is ωB97M-V/def2-TZVPD.

```
18
Properties=species:S:1:pos:R:3
H -3.226 1.385 1.890
N -2.608 0.556 1.768
C -1.874 0.768 0.758
C -0.673 -0.013 0.564
C 0.155 0.242 -0.827
C -0.419 0.506 -2.163
S 1.842 -0.269 -0.953
C 2.228 -0.383 0.846
C 1.144 -1.337 1.459
O -0.084 -0.604 1.645
H -1.979 1.452 -0.046
H 0.396 0.891 -2.744
H -1.283 1.052 -2.278
H -0.743 -0.409 -2.660
H 2.123 0.507 1.404
H 3.201 -0.779 0.882
H 0.826 -2.302 0.858
H 1.408 -1.579 2.427
```

Output
Molecular weight ... 143.2 g/mol
Relative energy (zero: lowest compared OMol25 entry of this formula, charge and spin) ... 55.0 kcal/mol
Orbital gap (alpha / beta) ... 0.2705 / 0.2716 hartree
SMILES ... [H]/N=C/C1=C(C)SCCO1

This record from OMol25 describes a single C6H9NOS molecule in a non-equilibrium geometry. The level of theory is ωB97M-V/def2-TZVPD.

```
18
Properties=species:S:1:pos:R:3
C -1.693 1.464 0.122
C 1.465 1.702 -0.141
C 1.829 0.207 -0.226
C 0.446 0.653 -0.583
C -0.517 -2.176 0.185
C -0.729 0.415 0.213
N -2.391 2.358 0.055
O -2.987 -1.182 0.429
S -1.835 -1.038 -0.440
H 1.284 1.998 0.858
H 1.746 2.499 -0.717
H 2.376 0.093 -1.082
H 2.108 -0.490 0.547
H 0.215 0.703 -1.620
H -0.360 -1.954 1.345
H 0.361 -2.222 -0.419
H -0.883 -3.216 0.191
H -0.436 0.185 1.280
```

Output
Molecular weight ... 143.2 g/mol
Relative energy (zero: lowest compared OMol25 entry of this formula, charge and spin) ... 48.5 kcal/mol
Orbital gap ... 0.3761 hartree

This record from OMol25 describes a single C6H9NOS molecule in a non-equilibrium geometry. The level of theory is ωB97M-V/def2-TZVPD.

```
18
Properties=species:S:1:pos:R:3
C 0.242 -1.866 0.248
C -0.759 1.556 0.885
C -0.111 0.339 1.514
C -1.693 0.969 -0.229
C 0.696 -0.545 0.582
C 1.877 -1.054 -1.741
N -0.184 -2.911 -0.013
O -1.165 0.344 -1.261
S 1.971 0.089 -0.321
H -1.425 2.061 1.548
H -0.020 2.352 0.571
H 0.652 0.695 2.272
H -0.862 -0.273 2.180
H -2.345 0.298 0.260
H -2.493 1.779 -0.493
H 2.897 -0.894 -2.376
H 0.820 -0.841 -2.220
H 1.902 -2.097 -1.407
```

Output
Molecular weight ... 143.2 g/mol
Relative energy (zero: lowest compared OMol25 entry of this formula, charge and spin) ... 84.9 kcal/mol
Orbital gap (alpha / beta) ... 0.2822 / 0.2045 hartree

This record from OMol25 describes a single C6H9NOS molecule in a non-equilibrium geometry. The level of theory is ωB97M-V/def2-TZVPD.

```
18
Properties=species:S:1:pos:R:3
C 1.319 -1.448 1.585
C 0.725 -1.245 0.332
C -0.390 -1.999 0.357
C 1.060 -0.198 -0.724
C 0.108 2.828 0.665
C -1.645 -2.182 -0.441
N 0.683 -2.351 2.243
O -0.387 -2.764 1.542
S 1.323 1.949 -0.206
H 2.260 -1.104 1.930
H 0.351 -0.156 -1.464
H 2.023 -0.258 -0.963
H -0.560 3.365 0.089
H -0.318 2.108 1.351
H -2.410 -1.352 -0.587
H -1.501 -2.628 -1.373
H -2.138 -2.828 0.255
H 2.026 1.365 0.832
```

Output
Multiplicity ... 3
Molecular weight ... 143.2 g/mol
Relative energy (zero: lowest compared OMol25 entry of this formula, charge and spin) ... 85.9 kcal/mol
Orbital gap (alpha / beta) ... 0.2337 / 0.2964 hartree

This record from OMol25 describes a single C6H9NOS2 molecule in a non-equilibrium geometry. The level of theory is ωB97M-V/def2-TZVPD.

```
19
Properties=species:S:1:pos:R:3
C 0.927 3.964 -0.315
C 0.104 2.743 -0.624
C -0.032 1.649 0.084
S -0.928 0.247 -0.601
O -1.310 -0.769 0.655
C -0.599 -1.909 0.882
C -1.319 -3.146 0.302
S 0.024 -4.001 -0.683
C 1.191 -2.779 -0.328
N 0.816 -1.813 0.371
H 0.317 4.684 0.248
H 1.721 3.796 0.395
H 1.285 4.434 -1.262
H -0.540 2.954 -1.520
H 0.821 1.542 0.895
H -0.594 -1.927 1.950
H -1.777 -3.804 0.954
H -2.139 -3.033 -0.532
H 2.033 -2.835 -0.874
```

Output
Molecular weight ... 175.3 g/mol
Relative energy (zero: lowest compared OMol25 entry of this formula, charge and spin) ... 53.0 kcal/mol
Orbital gap ... 0.3278 hartree
SMILES ... C/C=C/SO[C@H]1CSC=N1

This record from OMol25 describes a single C6H9NS molecule in a non-equilibrium geometry. The level of theory is ωB97M-V/def2-TZVPD.

```
17
Properties=species:S:1:pos:R:3
C 1.259 -1.067 -1.040
C 1.595 -0.936 0.313
C 0.817 -0.341 1.250
C -0.475 0.355 1.000
N -0.498 1.737 0.241
C -1.469 1.162 -0.664
C -1.464 -0.158 0.102
S -2.432 -1.441 0.182
H 0.115 -0.651 -0.975
H 1.843 -0.092 -1.658
H 1.456 -2.141 -1.430
H 2.461 -1.365 0.644
H 0.992 -0.477 2.337
H -0.915 0.487 2.037
H 0.446 1.980 -0.320
H -2.535 1.589 -0.328
H -1.196 1.360 -1.690
```

Output
Molecular weight ... 127.2 g/mol
Relative energy (zero: lowest compared OMol25 entry of this formula, charge and spin) ... 104.7 kcal/mol
Orbital gap ... 0.3034 hartree
SMILES ... C/C=C\[C@H]1NCC1=S

This record from OMol25 describes C6H9NS as an isolated structure in a non-equilibrium geometry. The level of theory is ωB97M-V/def2-TZVPD.

```
17
Properties=species:S:1:pos:R:3
C -1.076 -1.258 -1.143
C -0.368 -0.245 -0.335
C 0.609 1.387 0.265
C -0.442 1.366 1.297
C -1.087 0.219 0.860
C 1.124 -0.095 0.169
H -2.089 -0.679 -1.369
H -1.403 -2.008 -0.431
H -0.435 -1.750 -2.000
H 0.770 0.914 -1.643
H 1.264 2.302 0.351
H -0.494 2.108 2.120
H -2.022 -0.077 1.485
H 2.006 0.090 -0.537
H 2.281 -2.101 0.569
N -0.018 1.224 -1.073
S 1.380 -1.397 1.414
```

Output
Molecular weight ... 127.2 g/mol
Relative energy (zero: lowest compared OMol25 entry of this formula, charge and spin) ... 102.0 kcal/mol
Orbital gap ... 0.3485 hartree

This record from OMol25 describes C6H9NS as an isolated structure in a non-equilibrium geometry. The level of theory is ωB97M-V/def2-TZVPD.

```
17
Properties=species:S:1:pos:R:3
C 0.616 0.173 0.715
C -0.971 -0.204 0.804
C -1.463 0.936 -0.137
C -0.550 1.854 -0.479
C 0.777 1.377 -0.272
C 1.855 1.642 -0.941
H 1.940 -1.444 1.290
H 0.865 -1.781 -0.116
H 0.878 0.507 1.663
H -1.390 -0.311 1.806
H -0.131 -2.797 0.516
H -2.558 0.996 -0.201
H -0.696 2.767 -1.228
H 1.659 2.462 -1.819
H 2.721 0.886 -0.890
N 1.699 -0.931 0.441
S -1.048 -1.839 -0.140
```

Output
Molecular weight ... 127.2 g/mol
Relative energy (zero: lowest compared OMol25 entry of this formula, charge and spin) ... 101.3 kcal/mol
Orbital gap ... 0.3370 hartree

This record from OMol25 describes a single C6H9NS molecule in a non-equilibrium geometry. The level of theory is ωB97M-V/def2-TZVPD.

```
17
Properties=species:S:1:pos:R:3
N -1.193 -1.705 2.159
C -0.395 -0.625 1.531
C 0.324 -1.103 0.338
C -0.061 -0.854 -1.132
C -1.020 0.216 -1.324
C -0.580 1.477 -1.069
S 1.013 1.513 -0.302
C 1.199 -0.253 -0.553
H -1.900 -2.078 1.543
H -1.659 -1.406 3.009
H -0.963 0.316 1.308
H 0.330 -0.369 2.343
H 0.716 -2.103 0.562
H -0.080 -1.702 -1.810
H -1.979 0.110 -1.887
H -1.246 2.411 -1.115
H 2.125 -0.602 -0.962
```

Output
Molecular weight ... 127.2 g/mol
Relative energy (zero: lowest compared OMol25 entry of this formula, charge and spin) ... 37.3 kcal/mol
Orbital gap ... 0.3241 hartree
SMILES ... NC[C@H]1[C@H]2C=CS[C@H]21